Entry 1:
ORCA calculation (ωB97M-V/def2-TZVPD) on a molecular structure, C42H41IP2RhS3.

XYZ file:
```
90
Properties=species:S:1:pos:R:3:forces:R:3
Rh -0.71581 -0.45472 -0.46407 1.3 0.1 0.8
C -0.33130 -1.89282 4.92012 0.0 0.1 0.1
C -0.09257 -2.49689 3.54915 0.0 -0.3 -0.2
S 0.50383 -1.51136 2.14248 0.0 0.3 0.0
C 1.80499 -0.46726 2.83786 -0.1 -0.1 0.1
C 1.34798 0.74614 3.67561 -0.1 0.0 0.0
S -0.36766 1.23567 3.35239 0.0 0.0 0.2
C -0.97639 1.68956 4.98537 0.1 0.1 -0.1
C -1.23870 0.53575 5.94755 0.1 -0.2 0.1
S -1.87461 -0.97687 5.19061 -0.1 -0.1 0.0
H 0.50574 -1.26504 5.21726 0.0 0.0 0.0
H -0.33634 -2.73785 5.61245 0.0 0.0 0.0
H -0.99446 -2.98089 3.16862 0.0 0.0 0.0
H 0.65333 -3.28469 3.68156 0.0 0.0 0.0
H 2.37451 -0.13624 1.96800 -0.1 0.0 -0.1
H 2.47705 -1.09179 3.42868 0.0 0.0 0.0
H 2.01430 1.58228 3.45726 0.0 0.0 0.0
H 1.45413 0.52505 4.73646 0.0 0.0 0.0
H -1.91076 2.20989 4.76864 0.0 0.0 -0.1
H -0.31044 2.41491 5.45777 0.0 0.1 0.0
H -1.97174 0.84994 6.69146 0.0 0.0 0.0
H -0.33599 0.28005 6.50354 0.0 0.0 0.0
C 4.72402 -2.62991 -0.90819 0.0 0.0 0.0
C 3.99104 -3.15644 0.14786 0.1 0.0 0.0
C 2.60937 -3.13107 0.11773 -0.1 0.0 0.0
C 1.93820 -2.58555 -0.98006 0.0 0.1 0.0
C 2.68265 -2.05952 -2.03625 0.0 0.0 0.0
C 4.06874 -2.08595 -2.00002 0.0 0.0 0.0
P 0.13084 -2.50950 -1.07176 -0.5 -0.1 -0.6
C -0.52324 -4.19427 -0.94989 0.1 0.0 0.1
C -1.89327 -4.40524 -1.11506 0.1 0.1 -0.1
C -2.40199 -5.69085 -1.10810 -0.1 0.0 0.0
C -1.55616 -6.77700 -0.93685 0.0 0.0 0.0
C -0.19413 -6.57667 -0.78583 0.0 0.0 0.0
C 0.32552 -5.29118 -0.79542 0.0 0.1 0.0
C -0.31459 -1.86238 -2.70229 0.0 0.1 0.3
C -0.17314 -2.32476 -4.00476 0.0 0.0 0.0
C -0.75907 -1.58310 -5.01562 0.0 0.0 0.0
C -1.47160 -0.42335 -4.71232 0.0 0.0 -0.1
C -1.60965 0.04087 -3.41280 0.1 0.0 0.3
C -0.98677 -0.67472 -2.38610 -0.4 -0.3 -0.6
H 5.80457 -2.64938 -0.87948 0.0 0.0 0.0
H 4.49956 -3.59236 0.99736 0.0 0.0 0.0
H 2.04960 -3.53889 0.94631 0.0 0.0 0.0
H 2.18277 -1.63578 -2.89831 0.0 0.0 0.0
H 4.63438 -1.68593 -2.83099 0.0 0.0 0.0
H -2.55856 -3.56839 -1.26239 0.0 0.0 0.0
H -3.46443 -5.84468 -1.23908 0.0 0.0 0.0
H -1.95964 -7.78034 -0.93007 0.0 0.0 0.0
H 0.47137 -7.42064 -0.66778 0.0 0.0 0.0
H 1.39177 -5.15431 -0.69555 0.0 0.0 0.0
H 0.34375 -3.25306 -4.21520 0.0 0.0 0.0
H -0.69552 -1.91837 -6.04161 0.0 0.0 0.0
H -1.94365 0.12859 -5.51448 0.0 0.0 0.0
H -2.19714 0.92966 -3.22547 0.1 -0.1 0.0
C -0.37951 4.82372 3.09371 0.0 0.0 0.0
C -1.60842 4.50510 2.53473 0.0 0.0 0.1
C -1.67928 3.69734 1.41237 0.0 0.0 0.0
C -0.51538 3.20040 0.83602 0.3 0.0 0.0
C 0.71809 3.52030 1.40359 -0.1 0.1 0.0
C 0.78487 4.33245 2.52498 0.0 0.0 -0.1
P -0.57781 2.06617 -0.58739 -0.5 -0.1 -0.1
C 0.94288 2.45802 -1.49190 -0.1 0.1 0.0
C 1.32144 3.77749 -1.75011 0.0 0.0 0.0
C 2.48952 4.04479 -2.44180 0.0 0.0 0.0
C 3.29999 3.00111 -2.87162 0.0 0.0 0.0
C 2.94347 1.69082 -2.60078 0.1 0.0 0.0
C 1.76984 1.42596 -1.91309 0.0 -0.1 0.0
C -1.96874 2.72014 -1.56101 0.0 -0.1 0.1
C -1.83813 3.56393 -2.65825 0.1 0.0 0.0
C -2.96379 3.98556 -3.34792 -0.1 0.0 0.0
C -4.22636 3.57091 -2.94917 0.0 0.0 0.0
C -4.36273 2.72196 -1.86111 0.0 0.0 0.0
C -3.23972 2.29261 -1.17484 0.0 0.0 0.0
H -0.33009 5.46377 3.96497 0.0 0.0 0.0
H -2.51958 4.89282 2.96952 0.0 0.0 0.0
H -2.64795 3.46372 0.99290 0.0 0.0 0.0
H 1.63451 3.13775 0.97291 0.0 0.0 0.0
H 1.74777 4.58168 2.95229 0.0 0.0 0.0
H 0.70751 4.59632 -1.39721 0.0 0.0 0.0
H 2.77256 5.06880 -2.64126 0.0 0.0 0.0
H 4.21513 3.21406 -3.40676 0.0 0.0 0.0
H 3.57802 0.87369 -2.91614 0.0 0.0 0.0
H 1.51153 0.39253 -1.69896 0.0 0.0 0.0
H -0.86271 3.87469 -3.00466 0.0 0.0 0.0
H -2.85186 4.63523 -4.20552 0.0 0.0 0.0
H -5.10170 3.90296 -3.48969 0.0 0.0 0.0
H -5.34088 2.37894 -1.55461 0.0 0.0 0.0
H -3.35402 1.59469 -0.35297 0.0 0.0 0.0
I -2.89318 -1.33877 0.50248 -0.1 0.1 -0.1
```
Positions in Å, forces in eV/Å.

Values from the calculation:
* E_HOMO (spin up / spin down): -10.013 / -10.013 eV
* 2S+1: 1
* charge: +1
* orbital gap (spin up / spin down): 5.683 / 5.684 eV

---

Entry 2:
ORCA calculation (ωB97M-V/def2-TZVPD) on a molecular structure, C42H42N9O4SSbY.

XYZ file:
```
100
Properties=species:S:1:pos:R:3:forces:R:3
Y 0.62308 0.58543 1.15222 0.9 0.6 0.8
O 2.68662 4.33472 1.96337 0.0 -0.1 -0.1
C 2.45339 3.20593 1.57676 0.2 0.2 -0.1
O 1.76455 2.31462 2.21494 -0.3 -0.4 -0.5
C 2.98387 2.68765 0.25180 0.1 -0.2 0.1
C 3.94361 3.31311 -0.52463 0.1 0.0 0.1
C 4.40725 2.65237 -1.65229 0.0 0.0 0.0
C 3.91336 1.38974 -1.96643 -0.1 -0.1 0.0
C 2.94653 0.84502 -1.14290 -0.1 -0.1 0.0
N 2.49052 1.49466 -0.07195 0.2 0.0 -0.2
C 2.36618 -0.55350 -1.30345 0.4 -0.1 -0.2
O 2.83468 -1.31848 -2.11832 -0.1 0.1 0.1
O 1.41115 -0.81126 -0.46020 -0.4 0.4 0.2
H 4.31806 4.28044 -0.22119 0.0 0.0 0.0
H 5.16430 3.10776 -2.27671 0.0 0.0 0.0
H 4.26922 0.81874 -2.81269 0.0 0.0 0.0
C 0.67314 3.41652 4.87660 0.0 0.0 -0.1
C -0.02378 2.52285 3.90710 -0.1 -0.2 0.4
N -0.02719 1.25258 3.87341 -0.3 0.1 -0.3
N 0.60459 0.49076 4.78927 0.4 0.1 0.2
C 0.57493 -0.84388 4.58946 -0.2 0.0 -0.2
N 1.03861 -1.62557 5.56578 0.1 0.1 0.0
S -0.06057 -1.49956 3.18036 -0.4 -0.4 -0.2
C -0.90976 3.10324 2.86629 -0.2 0.2 -0.2
C -1.44475 4.37823 2.99979 0.1 -0.1 0.0
C -2.40377 4.80947 2.09702 0.0 -0.1 0.0
C -2.81513 3.94633 1.09495 0.0 0.1 0.1
C -2.19180 2.71421 0.99857 -0.1 -0.1 0.0
N -1.24226 2.30200 1.83658 0.1 0.0 -0.1
H 1.31530 2.87148 5.56460 0.0 0.0 0.0
H 1.30220 4.10631 4.30802 0.0 0.0 0.0
H -0.04655 3.99324 5.45841 0.0 0.0 0.1
H 1.12863 0.90466 5.54777 0.0 0.0 0.1
H 1.33501 -1.27460 6.46154 0.0 0.0 0.0
H 0.99366 -2.62036 5.43016 0.1 0.0 0.0
H -1.13325 5.01973 3.81021 0.0 0.0 0.0
H -2.83893 5.79519 2.19190 0.0 0.0 0.0
H -3.59494 4.22577 0.40074 0.0 0.0 0.0
H -2.46359 2.01780 0.21284 0.0 0.0 0.0
N 6.97778 0.57997 0.32416 -0.1 0.0 0.0
C 6.06948 -0.07026 0.59450 0.2 0.2 0.0
C 4.92626 -0.85879 0.93423 -0.2 -0.2 0.1
C 4.77912 -2.16109 0.46364 -0.1 0.0 0.1
C 3.66189 -2.86934 0.86053 0.1 0.0 0.0
C 2.69756 -2.22849 1.61787 0.1 -0.1 0.1
N 2.79658 -0.95645 2.03037 0.2 0.1 -0.3
C 3.91992 -0.30968 1.72353 0.1 0.0 0.2
H 5.51348 -2.59561 -0.20006 0.1 0.0 0.1
H 3.52357 -3.89816 0.56120 -0.1 0.0 0.0
H 1.79992 -2.75525 1.91051 -0.1 0.0 -0.1
H 4.02831 0.69021 2.12653 0.0 0.1 -0.1
N 0.56904 3.96207 -0.55978 0.0 0.1 0.1
N 0.07509 2.69305 -0.98277 0.0 -0.1 0.2
H 0.34885 4.70188 -1.21512 -0.1 0.0 0.0
H 0.17899 4.19762 0.34396 0.0 0.0 0.0
H 0.68938 2.38996 -1.72858 0.1 -0.1 0.0
H -0.85513 2.76919 -1.38853 -0.1 -0.1 0.0
C -3.19482 1.25595 -2.95139 0.0 -0.1 0.0
C -3.87851 -0.06468 -2.70264 0.0 0.1 0.0
C -5.07844 -0.35325 -3.34598 0.0 0.0 0.0
C -5.72603 -1.56326 -3.15009 0.0 0.0 0.0
C -5.18408 -2.49854 -2.28332 0.0 0.0 0.0
C -3.98857 -2.22342 -1.63617 -0.1 0.0 -0.1
C -3.32466 -1.02024 -1.84716 0.2 0.1 0.2
Sb -1.32971 -0.70946 -1.03801 -0.8 -0.8 -0.7
C -0.41426 -1.08487 -2.95658 0.0 0.1 0.3
C 0.29704 0.00644 -3.45514 0.0 0.0 0.0
C 0.90340 -0.02094 -4.69611 0.1 0.1 0.0
C 0.79977 -1.16454 -5.47221 0.0 -0.1 0.0
C 0.09217 -2.24959 -4.98903 0.0 0.0 0.0
C -0.52499 -2.23710 -3.73611 -0.1 -0.1 0.0
C -1.26213 -3.47935 -3.31269 0.0 0.1 -0.1
C -1.28184 -2.54143 0.07764 0.2 0.2 0.0
C -0.30926 -3.50130 -0.19043 0.1 0.0 0.1
C -0.28415 -4.69263 0.51868 0.0 0.0 -0.1
C -1.24475 -4.93172 1.49057 0.0 0.0 0.0
C -2.20032 -3.96943 1.77197 0.0 0.0 0.0
C -2.22377 -2.75288 1.09322 0.0 0.0 0.0
C -3.24326 -1.70735 1.46803 0.1 -0.1 0.0
H -3.82156 1.91025 -3.55491 0.0 0.0 0.0
H -2.25070 1.10315 -3.48204 0.0 0.1 0.0
H -2.98138 1.76457 -2.00605 0.0 0.0 0.0
H -5.50708 0.38214 -4.01695 0.0 0.0 0.0
H -6.65014 -1.77252 -3.67263 0.0 0.0 0.0
H -5.68311 -3.44405 -2.11360 0.0 0.0 0.0
H -3.57211 -2.96408 -0.96292 0.0 0.0 -0.1
H 0.38973 0.89934 -2.84629 0.0 0.0 -0.1
H 1.46294 0.83681 -5.04798 0.0 0.0 0.0
H 1.27296 -1.21568 -6.44374 0.0 0.0 0.0
H 0.01139 -3.14699 -5.59204 0.0 0.0 0.0
H -0.57762 -4.32926 -3.28860 0.0 0.0 0.0
H -2.05120 -3.71381 -4.02913 0.0 0.0 0.0
H -1.71310 -3.36905 -2.33377 0.0 -0.1 0.0
H 0.43547 -3.30772 -0.95433 0.0 0.0 0.0
H 0.46839 -5.43957 0.29712 0.0 0.0 0.0
H -1.23937 -5.86381 2.04115 0.0 0.0 0.0
H -2.93407 -4.15107 2.54834 0.0 0.0 0.0
H -3.82313 -2.03623 2.32866 0.0 0.0 0.0
H -3.93207 -1.50433 0.64640 0.0 0.0 0.2
H -2.74932 -0.76864 1.74035 0.0 0.0 0.0
```
Positions in Å, forces in eV/Å.

Values from the calculation:
* E_HOMO: -10.798 eV
* 2S+1: 1
* charge: +1
* orbital gap: 7.814 eV

---

Entry 3:
ORCA calculation (ωB97M-V/def2-TZVPD) on a molecular structure, C42H43Cl2N7O7SSiV.

XYZ file:
```
104
Properties=species:S:1:pos:R:3:forces:R:3
V 0.01058 -1.72639 -0.02506 -2.3 -1.0 -2.8
C 3.62294 -1.69068 1.00803 -0.1 0.5 0.6
N 2.78067 -2.28106 -0.04401 0.0 0.2 -0.6
C 3.49527 -2.63868 -1.26108 0.0 -0.2 0.3
C 3.62870 -1.67568 -2.41335 -0.1 0.1 -0.1
N 3.33066 -0.42267 -2.53058 -0.2 0.2 0.3
C 3.68584 -0.06406 -3.81573 -0.1 0.0 -0.3
C 3.52727 1.14961 -4.48336 0.0 -0.2 0.1
C 3.92963 1.21681 -5.80748 -0.1 0.2 0.0
C 4.48811 0.11856 -6.46525 0.1 -0.3 0.0
C 4.64844 -1.10117 -5.82030 0.0 0.1 -0.1
C 4.22577 -1.16939 -4.50109 0.0 0.2 0.1
N 4.19394 -2.18502 -3.57727 0.0 -0.1 0.1
C 3.68447 -0.17993 0.90330 0.6 -0.4 -1.1
N 2.45020 0.43526 0.46118 -0.2 0.0 -0.2
C 2.56113 2.03039 1.85467 -0.2 0.1 -0.2
C 1.42496 2.94929 2.27271 0.2 0.0 0.0
C 1.56724 3.21212 3.74867 -0.2 0.1 0.1
C 2.71117 2.89961 4.41721 -0.2 -0.1 -0.1
C 3.80927 2.09910 3.94444 0.4 0.3 0.0
C 3.69840 1.57605 2.67105 0.1 -0.5 -0.1
N 4.23655 0.47133 2.10357 -0.2 0.4 0.5
H 3.22111 -2.03394 1.97677 0.0 -0.3 -0.1
H 4.64411 -2.10967 0.94086 -0.1 0.0 0.0
H 2.33968 -3.11197 0.32692 0.1 -0.1 0.0
H 4.52946 -2.92584 -1.00142 0.0 0.0 -0.1
H 3.01444 -3.53066 -1.67817 0.0 0.0 0.0
H 3.06824 1.99154 -3.98107 0.0 0.0 0.0
H 3.79207 2.14005 -6.35784 0.0 0.0 0.0
H 4.79247 0.21020 -7.50095 0.0 0.0 0.0
H 5.06435 -1.96070 -6.33258 0.0 0.0 0.0
H 4.40161 -3.14861 -3.76156 0.0 -0.1 0.1
H 1.37026 3.89534 1.73010 0.0 0.1 0.0
H 0.81624 3.81410 4.24634 0.0 0.0 0.0
H 2.77253 3.22466 5.45313 0.0 0.0 0.0
H 4.57762 1.77838 4.63946 -0.1 -0.1 0.0
H 4.92145 -0.04564 2.63065 0.0 0.0 0.0
C -6.40978 -0.16015 -3.95295 0.0 0.0 0.0
C -5.11589 -0.78769 -3.50674 0.0 0.0 0.0
C -4.65320 -1.96322 -4.09281 -0.1 0.0 0.1
C -3.45587 -2.52991 -3.68960 0.1 -0.2 0.1
C -2.72468 -1.94777 -2.66418 0.1 0.1 -0.1
C -3.18414 -0.78883 -2.05287 0.1 -0.1 0.1
C -4.36708 -0.21380 -2.48304 -0.1 -0.1 -0.1
S -1.06351 -2.56072 -2.35251 0.4 -0.2 -1.6
O -0.66496 -3.11205 -3.63991 -0.3 0.1 0.2
O -1.03384 -3.53346 -1.26095 0.1 0.7 0.5
N -0.18946 -1.34133 -1.88567 -0.8 0.4 -3.2
C -0.23337 -0.14800 -2.70717 0.0 0.1 0.3
C -0.49909 1.11549 -1.89656 0.0 0.1 -0.1
O -0.96360 2.12382 -2.38330 0.0 -0.1 0.0
O -0.08570 1.01016 -0.63575 -0.1 -0.1 0.2
H -6.63784 -0.42025 -4.98738 0.0 0.0 0.0
H -6.36455 0.92621 -3.87094 0.0 0.0 0.0
H -7.23792 -0.50590 -3.32874 0.0 0.0 0.0
H -5.23384 -2.42973 -4.88179 0.0 0.0 0.0
H -3.06364 -3.42061 -4.16234 0.0 0.0 -0.1
H -2.62972 -0.37448 -1.21798 0.0 0.0 0.0
H -4.71616 0.70102 -2.01744 0.0 0.0 0.0
H -0.97202 -0.20692 -3.50835 0.0 0.1 0.0
H 0.73197 0.02865 -3.17902 0.3 0.0 -0.1
C -4.36831 -0.72434 2.13887 0.1 -0.2 -0.1
Si -3.15532 -1.97253 1.33522 -0.8 -0.3 0.6
C -4.24592 -3.01062 0.15348 0.2 0.2 0.0
C -2.63746 -3.23601 2.66932 0.1 0.2 -0.2
O -1.96414 -1.15856 0.68001 0.9 -0.1 -0.6
H -5.33956 -1.17480 2.37212 0.0 0.0 0.0
H -4.54459 0.11102 1.45391 0.0 0.0 -0.1
H -3.96457 -0.30583 3.06372 0.0 0.0 0.0
H -4.88899 -3.70627 0.70143 0.0 0.0 0.1
H -3.60012 -3.59424 -0.50669 0.0 -0.1 0.0
H -4.88388 -2.38218 -0.47407 0.0 0.0 0.0
H -3.41789 -3.38493 3.42215 -0.1 0.0 0.0
H -1.72737 -2.91246 3.17918 0.0 0.0 0.0
H -2.41436 -4.20592 2.21487 0.0 0.0 0.0
Cl -1.65676 -0.43132 4.44595 0.1 0.1 0.1
C -1.86766 1.29058 4.47147 0.0 0.0 -0.1
C -2.46672 1.85864 5.57835 0.0 0.0 0.0
C -2.65702 3.22842 5.64213 0.0 0.1 0.1
C -2.28392 4.00987 4.56421 0.0 -0.1 -0.1
C -1.69755 3.42962 3.45226 0.0 -0.1 0.2
Cl -1.39267 4.48516 2.10689 0.1 0.0 -0.1
C -1.40325 2.05170 3.37137 0.0 0.0 0.0
N -0.79078 1.45104 2.30351 0.1 0.0 -0.1
C 0.42367 1.87291 1.60741 -0.1 -0.1 -0.2
C 0.00939 2.24260 0.14216 0.2 0.2 0.0
C 0.96502 3.14846 -0.57203 -0.1 -0.1 -0.2
C 2.26020 2.87549 -0.55050 0.0 0.1 0.0
C 2.90264 1.87451 0.34503 0.0 0.1 0.2
C 1.62716 0.81958 1.69720 0.1 0.2 0.3
C 1.54327 -0.11302 2.90408 -0.2 -0.2 -0.3
C 1.07647 -1.54621 2.69831 0.1 0.0 0.5
O 1.30923 -2.39510 3.55801 -0.2 0.1 -0.1
O 0.47139 -1.77648 1.58992 2.3 0.3 7.0
H -2.76419 1.21870 6.39803 0.0 0.0 0.0
H -3.09488 3.68198 6.52188 0.0 0.0 0.0
H -2.47491 5.07441 4.54923 0.0 0.0 0.0
H -1.04386 0.48346 2.10828 -0.1 0.0 0.1
H -0.98542 2.67713 0.16880 0.0 0.0 0.0
H 0.55301 3.93985 -1.18421 0.0 0.0 0.0
H 2.94768 3.49736 -1.11743 0.0 0.0 0.0
H 3.97162 1.89230 0.13863 0.0 -0.1 0.0
H 0.89527 0.34953 3.64696 -0.1 0.0 0.1
H 2.50710 -0.20470 3.39768 0.0 0.0 0.0
```
Positions in Å, forces in eV/Å.

Values from the calculation:
* E_HOMO (spin up / spin down): 0.273 / 0.278 eV
* 2S+1: 4
* charge: -2
* orbital gap (spin up / spin down): 3.851 / 3.843 eV
* expectation value of S²: 3.757

---

In order of appearance, ΔE to the lowest compared entry with this formula, charge and spin = 203.23; 115.95; 1160.12 kJ/mol.
In order of appearance, maximum force = 1.485; 1.332; 7.410 eV/A.